[1]
Below is a 2-piece molecular cluster, C3H11O overall, with properties calculated with ωB97M-V/def2-TZVPD.

Structure (XYZ):
```
15
C3H11O (ωB97M-V/def2-TZVPD)
O -1.041 -0.191 -2.123
H -0.636 0.091 -2.965
H -2.125 -0.298 -2.282
H -0.663 0.044 -1.196
C 1.533 -0.587 0.314
C 0.141 -0.401 1.127
C -0.495 1.010 1.091
H 1.884 0.292 -0.329
H 2.289 -0.869 1.027
H 1.642 -1.518 -0.455
H -0.737 -1.026 0.636
H 0.052 -0.732 2.164
H -0.044 1.801 1.857
H -1.600 0.919 0.981
H -0.197 1.465 0.152
```

Properties
ΔE to the lowest compared entry with this formula, charge and spin: 39.5 kcal per mole
Net charge: +1
Electronic energy: -195.75342 Eh
Largest force on an atom: 4.0 eV Å⁻¹
Frontier orbital gap: 0.3504 Ha
HOMO energy: -15.00 eV

***

[2]
Below is a 2-piece molecular cluster, C3H11O overall, with properties calculated with ωB97M-V/def2-TZVPD.

Structure (XYZ):
```
15
C3H11O (ωB97M-V/def2-TZVPD)
O 1.120 1.901 -0.595
H 1.145 1.934 -1.570
H 0.802 2.739 -0.202
H 0.937 1.006 -0.225
C -0.281 -1.101 -1.007
C -0.206 -1.174 0.542
C -0.572 0.127 1.271
H -1.047 -0.402 -1.324
H -0.462 -2.092 -1.401
H 0.640 -0.738 -1.498
H 0.812 -1.495 0.812
H -0.808 -2.026 0.868
H -1.362 -0.041 1.996
H 0.317 0.527 1.760
H -1.036 0.835 0.572
```

Properties
ΔE to the lowest compared entry with this formula, charge and spin: 7.9 kcal per mole
Net charge: +1
Electronic energy: -195.80368 Eh
Largest force on an atom: 1.2 eV Å⁻¹
Frontier orbital gap: 0.3903 Ha
HOMO energy: -15.50 eV

***

[3]
Below is a 3-piece molecular cluster, C3H11O2S overall, with properties calculated with ωB97M-V/def2-TZVPD.

Structure (XYZ):
```
17
C3H11O2S (ωB97M-V/def2-TZVPD)
C 0.550 -1.637 -0.844
C 0.120 -0.259 -1.391
C 1.096 0.921 -1.341
S 1.399 1.423 0.407
H -0.321 -2.289 -0.801
H 0.857 -1.388 0.171
H 1.347 -2.116 -1.410
H -0.322 -0.393 -2.406
H -0.774 0.054 -0.855
H 0.587 1.729 -1.886
H 1.967 0.686 -1.967
H -1.212 -0.074 2.773
H -0.020 -0.881 2.560
O -0.884 -0.976 2.934
H -2.250 1.784 1.311
H -0.743 1.634 0.995
O -1.397 1.782 1.750
```

Properties
ΔE to the lowest compared entry with this formula, charge and spin: 7.4 kcal per mole
Net charge: -1
Electronic energy: -669.60907 Eh
Largest force on an atom: 1.5 eV Å⁻¹
Frontier orbital gap: 0.2524 Ha
HOMO energy: -2.97 eV

***

[4]
Below is a 3-piece molecular cluster, C3H11O2S overall, with properties calculated with ωB97M-V/def2-TZVPD.

Structure (XYZ):
```
17
C3H11O2S (ωB97M-V/def2-TZVPD)
C -0.808 -1.279 0.741
C -0.158 0.084 0.540
C 0.731 -0.150 -0.720
S 1.216 1.517 -1.365
H 0.010 -2.058 0.649
H -1.466 -1.247 1.683
H -1.568 -1.467 -0.025
H 0.401 0.352 1.381
H -0.892 0.796 0.213
H 1.662 -0.562 -0.372
H 0.111 -0.820 -1.239
H -4.070 0.337 0.776
H -2.806 -0.406 1.108
O -3.861 -0.569 1.124
H 3.588 1.107 -1.452
H 3.628 2.498 -1.428
O 4.284 1.865 -1.613
```

Properties
ΔE to the lowest compared entry with this formula, charge and spin: 40.0 kcal per mole
Net charge: -1
Electronic energy: -669.55721 Eh
Largest force on an atom: 4.3 eV Å⁻¹
Frontier orbital gap: 0.2300 Ha
HOMO energy: -2.90 eV

***

[5]
Below is a 3-piece molecular cluster, C3H11O3S overall, with properties calculated with ωB97M-V/def2-TZVPD.

Structure (XYZ):
```
18
C3H11O3S (ωB97M-V/def2-TZVPD)
C -0.150 -0.296 0.775
O -0.192 0.966 0.236
C 0.526 -1.333 -0.196
C 0.109 -1.215 -1.655
S 1.549 -0.962 -2.868
H -1.130 -0.704 1.076
H 0.482 -0.238 1.691
H 1.589 -1.095 -0.168
H 0.346 -2.343 0.252
H -0.580 -0.372 -1.852
H -0.405 -2.171 -1.898
H 2.011 0.141 -2.235
H -2.985 0.857 0.926
H -1.588 1.248 0.067
O -2.644 1.386 0.206
H 0.816 2.133 2.640
H 0.837 1.833 1.116
O 1.411 2.164 1.888
```

Properties
ΔE to the lowest compared entry with this formula, charge and spin: 6.9 kcal per mole
Net charge: -1
Electronic energy: -744.83171 Eh
Largest force on an atom: 1.2 eV Å⁻¹
Frontier orbital gap: 0.2843 Ha
HOMO energy: -4.46 eV

***

[6]
Below is a 4-piece molecular cluster, C3H11O5 overall, with properties calculated with ωB97M-V/def2-TZVPD.

Structure (XYZ):
```
19
C3H11O5 (ωB97M-V/def2-TZVPD)
O -2.124 -0.870 2.810
C -1.212 -0.534 2.041
O -0.168 0.129 2.305
C -1.405 -1.134 0.604
C -0.093 -1.494 -0.074
H -1.958 -2.048 0.802
H -2.017 -0.458 0.003
H 0.780 -1.189 0.514
H 0.134 -2.584 -0.152
H 0.051 -1.113 -1.119
H 0.536 0.955 1.083
H 0.915 2.482 0.734
O 0.792 1.610 0.364
H -0.049 1.778 -1.317
H -1.370 1.041 -1.467
O -0.760 1.592 -1.965
H 2.751 0.907 -1.012
H 2.255 0.143 -2.200
O 2.942 0.786 -1.953
```

Properties
ΔE to the lowest compared entry with this formula, charge and spin: 6.5 kcal per mole
Net charge: -1
Electronic energy: -497.19548 Eh
Largest force on an atom: 2.0 eV Å⁻¹
Frontier orbital gap: 0.3091 Ha
HOMO energy: -4.78 eV

***

[7]
Below is a 3-piece molecular cluster, C3H12 overall, with properties calculated with ωB97M-V/def2-TZVPD.

Structure (XYZ):
```
15
C3H12 (ωB97M-V/def2-TZVPD)
C -3.311 2.349 2.062
H -3.826 3.347 2.087
H -3.739 1.677 1.246
H -2.208 2.644 2.038
H -3.587 1.899 2.967
C 1.865 -1.939 -3.725
H 1.774 -1.222 -2.879
H 1.259 -1.431 -4.460
H 2.905 -1.848 -3.983
H 1.630 -2.881 -3.338
C 1.431 -0.454 1.607
H 2.468 -0.088 1.523
H 0.959 -0.679 0.642
H 1.496 -1.581 1.947
H 0.883 0.209 2.263
```

Properties
ΔE to the lowest compared entry with this formula, charge and spin: 15.1 kcal per mole
Net charge: -1
Electronic energy: -121.39842 Eh
Largest force on an atom: 3.3 eV Å⁻¹
Spin multiplicity: 2
Frontier orbital gap (alpha / beta): 0.0880 / 0.4575 Ha
HOMO energy (alpha / beta): 1.38 / -8.42 eV

***

[8]
Below is C3H12AlN6O3 as an isolated structure, with properties calculated with ωB97M-V/def2-TZVPD.

Structure (XYZ):
```
25
C3H12AlN6O3 (ωB97M-V/def2-TZVPD)
Al 1.630 -0.291 -2.819
C 0.385 -3.256 -0.306
O 0.528 -2.552 -1.306
N 1.232 -3.210 0.685
N -0.636 -4.053 -0.095
H 1.933 -2.489 0.590
H 0.998 -3.566 1.601
H -0.834 -4.730 0.628
H -1.361 -3.991 -0.795
C -0.040 -0.169 0.852
O 0.440 0.060 -0.217
N -1.321 -0.199 1.038
N 0.682 -0.050 1.898
H -1.980 -0.209 0.272
H -1.615 -0.236 2.003
H 0.324 -0.320 2.803
H 1.653 0.180 1.740
C -0.066 3.229 -1.440
O 0.425 2.323 -2.138
N 0.408 4.480 -1.338
N -1.117 3.085 -0.639
H 0.043 5.164 -0.692
H 1.238 4.820 -1.803
H -1.524 2.169 -0.514
H -1.425 3.811 -0.007
```

Properties
ΔE to the lowest compared entry with this formula, charge and spin: 43.9 kcal per mole
Net charge: +4
Electronic energy: -916.32152 Eh
Largest force on an atom: 7.5 eV Å⁻¹
Spin multiplicity: 2
Frontier orbital gap (alpha / beta): 0.1676 / 0.2023 Ha
HOMO energy (alpha / beta): -23.95 / -24.28 eV

***

Copy entry 8 word for word.
Below is C3H12AlN6O3 as an isolated structure, with properties calculated with ωB97M-V/def2-TZVPD.

Structure (XYZ):
```
25
C3H12AlN6O3 (ωB97M-V/def2-TZVPD)
Al 1.630 -0.291 -2.819
C 0.385 -3.256 -0.306
O 0.528 -2.552 -1.306
N 1.232 -3.210 0.685
N -0.636 -4.053 -0.095
H 1.933 -2.489 0.590
H 0.998 -3.566 1.601
H -0.834 -4.730 0.628
H -1.361 -3.991 -0.795
C -0.040 -0.169 0.852
O 0.440 0.060 -0.217
N -1.321 -0.199 1.038
N 0.682 -0.050 1.898
H -1.980 -0.209 0.272
H -1.615 -0.236 2.003
H 0.324 -0.320 2.803
H 1.653 0.180 1.740
C -0.066 3.229 -1.440
O 0.425 2.323 -2.138
N 0.408 4.480 -1.338
N -1.117 3.085 -0.639
H 0.043 5.164 -0.692
H 1.238 4.820 -1.803
H -1.524 2.169 -0.514
H -1.425 3.811 -0.007
```

Properties
ΔE to the lowest compared entry with this formula, charge and spin: 43.9 kcal per mole
Net charge: +4
Electronic energy: -916.32152 Eh
Largest force on an atom: 7.5 eV Å⁻¹
Spin multiplicity: 2
Frontier orbital gap (alpha / beta): 0.1676 / 0.2023 Ha
HOMO energy (alpha / beta): -23.95 / -24.28 eV